Entry 1:
C29H41BIN3O8 | ωB97M-V/def2-TZVPD

2S+1 = 1
Kohn-Sham gap = 7.7 eV
LUMO level = -1.2 eV
Charge = 0
SMILES = CC[C@H](C)c1cc(I)c2c(c1)C(=O)c1c(CCO)cc(B(O)O)cc1C2=O.CNC(C)=O.CNC(C)=O.CNC(C)=O

Geometry (Å):
I1 1.941 -3.345 -3.299
O1 -0.772 5.167 1.204
O2 -0.877 -2.805 -1.543
O3 -0.237 0.946 1.725
O4 -7.917 -4.238 -3.470
O5 -5.458 -0.274 -4.364
O6 -0.412 3.931 4.071
O7 4.654 -4.143 0.437
O8 -5.206 2.237 -4.245
N1 0.732 4.870 5.753
N2 2.476 -4.651 0.298
N3 -6.066 -5.463 -3.162
C1 1.205 -5.177 0.746
C2 -0.535 -1.600 -1.453
C3 -5.857 -3.024 -3.382
C4 6.025 0.727 -1.793
C5 -0.150 0.651 0.505
C6 -1.394 0.777 -0.517
C7 0.958 5.343 7.102
C8 -3.670 0.842 -2.647
C9 -1.550 4.065 6.172
C10 -6.700 -4.271 -3.344
C11 3.613 -1.089 -1.536
C12 0.981 -1.116 -1.186
C13 -1.603 -0.394 -1.547
C14 1.195 0.067 -0.169
C15 -0.382 4.276 5.247
C16 2.223 -1.715 -1.883
C17 5.126 3.294 -0.879
C18 -3.470 1.995 -1.611
C19 3.662 -4.631 0.965
C20 -2.145 3.231 0.498
C21 5.303 0.654 -0.333
C22 3.701 -5.223 2.349
C23 -2.351 2.023 -0.529
C24 -4.650 -5.707 -2.994
C25 2.565 0.683 0.173
C26 5.348 2.156 0.255
C27 3.822 0.088 -0.558
C28 -2.732 -0.388 -2.618
C29 -0.696 3.911 0.443
B1 -4.835 0.897 -3.786
H1 -4.066 -4.789 -3.026
H2 6.050 3.492 -1.516
H3 -2.362 3.582 5.627
H4 5.319 1.167 -2.595
H5 0.475 -4.365 0.735
H6 1.824 4.816 7.510
H7 4.557 2.341 1.056
H8 -5.120 -0.273 -5.297
H9 5.908 -0.031 0.366
H10 0.888 -5.952 0.045
H11 -5.147 -3.078 -4.210
H12 0.130 3.301 0.954
H13 3.433 -6.281 2.311
H14 -5.327 -2.903 -2.434
H15 6.949 1.398 -1.779
H16 -0.462 4.946 2.119
H17 -4.319 -6.374 -3.793
H18 2.527 -4.237 -0.622
H19 -1.258 3.419 7.002
H20 2.631 1.553 0.923
H21 -4.325 2.634 -4.471
H22 4.710 -5.135 2.753
H23 4.860 4.269 -0.351
H24 -1.908 5.026 6.548
H25 -4.498 -6.200 -2.032
H26 3.016 -4.682 3.006
H27 1.262 -5.597 1.748
H28 -2.942 4.021 0.219
H29 -2.790 -1.271 -3.344
H30 1.473 4.977 5.075
H31 1.179 6.412 7.058
H32 -2.365 2.890 1.564
H33 -6.695 -6.254 -3.147
H34 6.330 -0.319 -2.156
H35 -6.497 -2.157 -3.532
H36 4.533 -1.505 -2.071
H37 -0.331 4.179 -0.603
H38 6.378 2.349 0.735
H39 -4.208 2.867 -1.693
H40 4.226 3.009 -1.529
H41 0.098 5.178 7.748


Entry 2:
C48H58N2O6 | ωB97M-V/def2-TZVPD

2S+1 = 1
Kohn-Sham gap = 9.2 eV
LUMO level = 0.0 eV
Charge = 0
SMILES = C[N+](=O)[O-].C[N+](=O)[O-].c1ccccc1.c1ccccc1.c1ccccc1.c1ccccc1.c1ccccc1.c1ccccc1.c1ccccc1.COCCOC

Geometry (Å):
O1 0.633 -2.220 5.483
O2 0.042 -2.692 2.691
O3 -0.077 5.033 2.496
O4 -4.278 1.524 -0.975
O5 1.662 4.893 1.235
O6 -5.967 1.422 -2.265
N1 0.913 4.455 2.087
N2 -4.779 1.550 -2.076
C1 3.459 -5.413 -1.150
C2 -3.429 0.668 2.721
C3 0.564 -4.122 -5.284
C4 2.627 6.809 -4.539
C5 -5.353 -4.371 -2.390
C6 -0.903 2.360 -0.866
C7 -4.008 0.000 3.805
C8 -1.261 -2.169 2.533
C9 -0.055 7.376 -4.916
C10 -3.859 -3.040 -1.086
C11 2.431 -4.275 0.732
C12 0.338 2.931 -1.145
C13 -0.075 -2.703 -2.994
C14 -6.069 -3.214 -2.688
C15 -5.722 -1.999 -2.148
C16 4.557 1.189 3.351
C17 -4.213 -4.275 -1.617
C18 2.699 -5.443 0.011
C19 -0.965 0.993 -0.599
C20 0.697 -1.215 4.513
C21 2.979 -3.105 0.245
C22 5.456 -0.791 1.640
C23 0.765 -3.813 -2.916
C24 1.679 5.887 -4.127
C25 -4.617 -1.895 -1.285
C26 5.130 0.455 1.137
C27 0.990 -1.755 3.128
C28 4.718 1.464 2.002
C29 3.913 -4.188 -1.634
C30 4.907 -0.063 3.870
C31 -0.612 -2.309 -4.211
C32 -3.750 0.444 5.096
C33 0.200 0.269 -0.409
C34 3.713 -3.007 -0.926
C35 2.249 7.995 -5.164
C36 -2.408 2.248 4.248
C37 0.335 6.165 -4.358
C38 -3.892 1.579 -3.260
C39 1.095 -4.503 -4.066
C40 0.905 8.288 -5.340
C41 -2.615 1.772 2.966
C42 -0.017 -1.776 6.667
C43 1.111 3.045 2.509
C44 1.439 0.879 -0.560
C45 1.507 2.215 -0.905
C46 5.373 -1.038 3.010
C47 -2.917 1.531 5.320
C48 -0.294 -3.031 -5.368
H1 1.880 -5.243 -3.946
H2 2.794 -2.212 0.841
H3 -1.712 3.069 4.369
H4 1.116 -0.891 2.462
H5 -0.969 -1.310 6.390
H6 -2.917 -3.025 -0.544
H7 1.930 -4.332 1.687
H8 -2.713 1.868 6.329
H9 5.757 -1.611 1.001
H10 2.308 0.277 -0.318
H11 0.518 2.761 3.368
H12 1.944 -2.286 3.143
H13 -6.929 -3.323 -3.339
H14 2.176 2.923 2.685
H15 -0.215 -0.595 4.472
H16 1.148 -4.012 -1.923
H17 -1.097 7.610 -5.096
H18 -1.151 -1.121 2.226
H19 2.980 8.760 -5.393
H20 5.731 -1.985 3.395
H21 -1.888 0.492 -0.329
H22 1.464 -0.471 4.792
H23 -0.224 -2.671 7.249
H24 4.760 -0.212 4.932
H25 -0.432 5.448 -4.092
H26 -2.985 2.115 -3.013
H27 3.630 -6.328 -1.699
H28 -0.274 -2.115 -2.106
H29 -1.806 2.952 -0.949
H30 2.347 -6.418 0.331
H31 4.187 1.958 4.019
H32 -1.810 -2.106 3.482
H33 0.138 -0.749 -0.040
H34 3.685 6.666 -4.353
H35 -1.254 -1.442 -4.290
H36 -3.558 0.376 1.686
H37 -6.203 -1.049 -2.348
H38 1.924 4.917 -3.715
H39 -1.835 -2.805 1.865
H40 -4.669 -0.843 3.655
H41 4.498 2.435 1.575
H42 0.819 2.475 1.627
H43 -5.659 -5.312 -2.827
H44 4.476 -4.170 -2.561
H45 -4.275 -0.940 -0.913
H46 0.612 -1.077 7.223
H47 2.473 2.656 -1.117
H48 -4.440 1.953 -4.117
H49 0.620 9.171 -5.898
H50 0.898 -4.614 -6.190
H51 -2.243 2.373 2.142
H52 5.145 0.645 0.071
H53 -3.578 -5.144 -1.500
H54 -0.692 -2.791 -6.345
H55 4.091 -2.070 -1.306
H56 0.409 3.985 -1.385
H57 -4.191 -0.152 5.885
H58 -3.691 0.527 -3.475


Entry 3:
C54H57GeN4PSe2Si2Zr | ωB97M-V/def2-TZVPD

2S+1 = 1
Kohn-Sham gap = 7.1 eV
LUMO level = -0.2 eV
Charge = 0

Geometry (Å):
Zr1 -0.179 0.035 0.074
Se1 -1.036 2.611 1.220
Se2 0.949 0.047 2.647
Ge1 1.909 -3.028 -1.975
P1 -0.005 1.955 2.982
Si1 -3.658 0.018 0.768
Si2 -2.334 -2.804 1.132
N1 2.734 0.441 -1.081
N2 -1.546 -0.181 -1.793
N3 0.666 1.573 -1.267
N4 2.041 -0.547 -0.331
C1 1.181 3.204 3.585
C2 -1.629 0.020 -3.112
C3 -5.376 -0.746 0.486
C4 5.508 -4.853 -0.749
C5 3.195 -4.274 -1.132
C6 1.087 -1.418 -1.073
C7 -1.369 -4.031 -4.418
C8 -2.013 2.965 4.604
C9 -3.187 -1.899 -1.977
C10 -2.118 0.762 6.292
C11 2.039 3.548 -2.706
C12 -2.213 -1.111 0.275
C13 2.829 -2.426 -3.628
C14 1.732 3.011 4.851
C15 4.138 -0.589 0.934
C16 3.177 -3.392 -4.572
C17 3.016 -1.085 -3.948
C18 -0.557 -6.131 -3.594
C19 -3.570 0.348 2.623
C20 2.533 3.993 5.406
C21 0.631 3.626 -2.519
C22 2.026 1.454 -1.493
C23 2.792 5.160 4.698
C24 3.845 -1.683 -6.124
C25 3.274 -2.799 2.357
C26 3.766 -6.227 0.167
C27 -1.839 -4.194 -0.041
C28 -3.289 -1.664 -3.328
C29 2.896 -1.153 0.637
C30 3.518 -0.713 -5.189
C31 -3.002 1.816 6.467
C32 0.403 -5.463 -2.849
C33 2.471 -2.264 1.363
C34 4.520 -2.262 2.621
C35 2.277 5.331 3.423
C36 -3.797 1.573 -0.325
C37 5.117 -5.961 -0.011
C38 -3.963 -3.338 1.955
C39 4.551 -4.018 -1.309
C40 -1.144 1.896 4.414
C41 -1.151 -2.834 2.608
C42 0.478 -4.073 -2.857
C43 -2.491 -0.683 -3.920
C44 2.813 -5.387 -0.387
C45 -1.448 -5.416 -4.380
C46 0.022 2.639 -1.814
C47 3.684 -3.027 -5.808
C48 2.720 2.490 -2.212
C49 4.947 -1.156 1.902
C50 1.467 4.352 2.863
C51 -1.184 0.803 5.268
C52 -2.314 -1.124 -1.199
C53 -2.939 2.924 5.633
C54 -0.420 -3.369 -3.656
H1 -0.367 -2.284 -3.692
H2 -3.993 -2.231 -3.925
H3 -3.770 -4.227 2.559
H4 2.950 3.849 6.394
H5 1.759 -5.596 -0.233
H6 2.782 -0.321 -3.213
H7 2.555 4.334 -3.242
H8 -2.551 -0.473 -4.978
H9 -5.514 -1.679 1.032
H10 -0.497 -0.022 5.113
H11 3.787 2.372 -2.332
H12 -6.139 -0.044 0.831
H13 2.924 -3.659 2.912
H14 1.514 -2.709 1.134
H15 -1.438 -2.078 3.343
H16 -3.620 3.754 5.774
H17 1.050 4.482 1.871
H18 -1.675 -5.124 0.509
H19 -1.182 -3.806 3.108
H20 -2.569 0.189 3.016
H21 2.497 6.229 2.862
H22 5.921 -0.728 2.103
H23 -1.978 3.810 3.926
H24 3.039 -4.441 -4.332
H25 4.452 0.282 0.384
H26 1.109 -6.032 -2.253
H27 3.648 0.336 -5.425
H28 -4.750 -3.590 1.241
H29 0.892 -0.879 -2.014
H30 -4.244 -0.326 3.158
H31 -3.809 -2.636 -1.488
H32 -3.972 2.468 0.273
H33 -0.915 -3.934 -0.552
H34 -3.868 1.369 2.869
H35 -3.747 1.776 7.252
H36 -2.585 -4.402 -0.810
H37 -2.162 -0.100 6.945
H38 1.531 2.093 5.390
H39 -0.605 -7.213 -3.567
H40 -5.557 -0.941 -0.574
H41 -0.119 -2.645 2.327
H42 -4.344 -2.563 2.624
H43 -1.049 2.676 -1.652
H44 3.402 5.936 5.143
H45 3.945 -3.792 -6.530
H46 5.861 -6.618 0.420
H47 4.861 -3.160 -1.895
H48 3.457 -7.087 0.749
H49 -0.981 0.788 -3.521
H50 -2.184 -5.936 -4.981
H51 -2.905 1.745 -0.927
H52 -4.636 1.460 -1.015
H53 0.055 4.451 -2.911
H54 5.149 -2.699 3.386
H55 4.225 -1.397 -7.097
H56 6.560 -4.643 -0.894
H57 -2.044 -3.468 -5.051